(1)
{
  "formula": "C27H24BrN4NiO2SSe",
  "method": "ωB97M-V/def2-TZVPD",
  "molar_mass_g_mol": 686.14,
  "homo_lumo_gap_ha": [0.240, 0.240],
  "s_squared": 2.007,
  "e_homo_ha": [-0.1515, -0.1502],
  "charge": -1,
  "spin_multiplicity": 3,
  "relative_energy_kcal_mol": 0.0,
  "symbols": ["Br", "Se", "Ni", "S", "O", "O", "N", "N", "N", "N", "C", "C", "C", "C", "C", "C", "C", "C", "C", "C", "C", "C", "C", "C", "C", "C", "C", "C", "C", "C", "C", "C", "C", "C", "C", "C", "C", "H", "H", "H", "H", "H", "H", "H", "H", "H", "H", "H", "H", "H", "H", "H", "H", "H", "H", "H", "H", "H", "H", "H", "H"],
  "positions_angstrom": [[0.67, -1.31, 4.80], [-1.75, 1.32, -2.01], [-1.47, 0.20, 0.33], [-2.71, -2.01, -0.34], [-0.76, -0.84, 2.18], [0.34, -0.99, 0.28], [-1.59, 2.76, 1.74], [-0.70, 2.02, 1.25], [-1.05, -1.99, -2.39], [-0.95, -3.86, -1.05], [0.60, 1.08, -5.46], [2.99, 2.13, 1.18], [1.89, -3.05, 1.21], [-0.45, 1.26, -4.57], [0.64, 2.49, 1.48], [1.18, -2.25, 2.10], [0.90, 3.64, 2.22], [2.21, 4.03, 2.42], [-5.23, 2.74, 1.97], [-0.26, 1.13, -3.19], [-5.52, 1.53, 1.33], [1.87, 0.76, -5.00], [2.39, -3.32, 3.90], [-3.91, 3.12, 2.09], [3.06, -4.13, 3.00], [-3.16, 1.07, 0.92], [3.26, 3.28, 1.91], [0.13, -2.34, -3.15], [0.18, -1.29, 1.50], [2.08, 0.64, -3.63], [1.03, 0.82, -2.75], [1.68, 1.73, 0.97], [1.46, -2.39, 3.46], [-1.49, -2.64, -1.33], [-2.92, 2.29, 1.56], [2.81, -3.99, 1.64], [-4.51, 0.73, 0.82], [1.70, -2.90, 0.16], [3.33, -4.61, 0.92], [2.42, 4.93, 3.00], [-4.79, -0.19, 0.32], [3.80, 1.53, 0.78], [1.20, 0.71, -1.68], [2.69, 0.62, -5.70], [1.45, 0.82, 0.44], [-1.40, -1.03, -2.46], [1.04, -2.11, -2.60], [-6.02, 3.36, 2.36], [0.42, 1.18, -6.53], [3.78, -4.85, 3.36], [0.11, -3.40, -3.42], [4.29, 3.59, 2.07], [-0.03, -4.08, -1.39], [-1.19, -4.21, -0.14], [0.08, 4.21, 2.62], [-1.44, 1.49, -4.94], [3.06, 0.40, -3.25], [-3.62, 4.05, 2.57], [-6.56, 1.22, 1.24], [0.13, -1.76, -4.07], [2.59, -3.40, 4.96]]
}

=====

(2)
{
  "formula": "C27H25Cl4LuN3O4",
  "method": "ωB97M-V/def2-TZVPD",
  "molar_mass_g_mol": 772.29,
  "homo_lumo_gap_ha": 0.255,
  "e_homo_ha": -0.1558,
  "charge": -1,
  "spin_multiplicity": 1,
  "relative_energy_kcal_mol": 0.0,
  "symbols": ["Lu", "Cl", "Cl", "Cl", "Cl", "O", "O", "O", "O", "N", "N", "N", "C", "C", "C", "C", "C", "C", "C", "C", "C", "C", "C", "C", "C", "C", "C", "C", "C", "C", "C", "C", "C", "C", "C", "C", "C", "C", "C", "H", "H", "H", "H", "H", "H", "H", "H", "H", "H", "H", "H", "H", "H", "H", "H", "H", "H", "H", "H", "H", "H", "H", "H", "H"],
  "positions_angstrom": [[0.18, 0.18, 0.08], [-3.13, -2.74, 2.78], [-2.32, -6.24, -1.30], [-0.22, -4.23, -2.54], [-3.77, -5.49, 1.38], [0.26, 2.38, -0.08], [-1.08, -1.15, 1.32], [1.31, 0.40, 1.90], [0.16, -1.80, -0.88], [2.55, -0.14, -0.60], [-0.35, 0.61, -2.53], [-2.13, 0.94, -0.24], [-1.67, 2.79, 1.26], [2.18, -0.39, 2.42], [-2.31, -3.20, 1.33], [0.37, 4.06, 1.56], [-2.86, 0.14, -2.42], [3.23, -0.94, 1.63], [-1.36, -2.31, 0.81], [-0.22, 4.76, 2.59], [-1.48, -0.25, -2.94], [3.04, -0.03, -1.98], [0.84, 0.14, -3.25], [4.14, -2.09, 3.56], [-1.96, -4.75, -0.49], [-1.02, -3.86, -1.04], [3.10, -1.56, 4.33], [-2.60, -4.41, 0.69], [-0.69, -2.67, -0.41], [-0.33, 3.04, 0.86], [2.14, 0.83, -2.84], [-0.63, 2.00, -2.84], [-3.07, 0.07, -0.91], [-2.54, 1.83, 0.58], [3.38, -0.66, 0.22], [-2.24, 3.53, 2.30], [2.15, -0.73, 3.79], [-1.54, 4.50, 2.98], [4.20, -1.76, 2.22], [-2.89, -0.95, -0.56], [5.00, -2.16, 1.60], [-3.57, -0.56, -2.88], [-1.23, -1.27, -2.63], [-1.53, -0.25, -4.04], [1.39, 4.25, 1.27], [3.10, -1.04, -2.40], [2.69, 1.14, -3.73], [-0.91, 2.11, -3.91], [4.36, -0.96, -0.18], [0.35, 5.52, 3.11], [-3.60, 1.92, 0.82], [1.35, -0.32, 4.39], [-3.27, 3.32, 2.57], [-4.10, 0.34, -0.66], [4.06, 0.38, -1.97], [1.93, 1.75, -2.28], [3.04, -1.81, 5.39], [4.88, -2.74, 4.00], [0.23, 2.63, -2.63], [-3.14, 1.13, -2.79], [-1.44, 2.37, -2.22], [0.91, -0.93, -3.06], [-2.00, 5.05, 3.79], [0.67, 0.26, -4.34]]
}

=====

(3)
{
  "formula": "C27H25Cl5InNSb2Se4",
  "method": "ωB97M-V/def2-TZVPD",
  "molar_mass_g_mol": 1214.95,
  "homo_lumo_gap_ha": 0.190,
  "e_homo_ha": -0.0537,
  "charge": -2,
  "spin_multiplicity": 1,
  "relative_energy_kcal_mol": 0.0,
  "symbols": ["Sb", "Sb", "In", "Se", "Se", "Se", "Se", "Cl", "Cl", "Cl", "Cl", "Cl", "N", "C", "C", "C", "C", "C", "C", "C", "C", "C", "C", "C", "C", "C", "C", "C", "C", "C", "C", "C", "C", "C", "C", "C", "C", "C", "C", "C", "H", "H", "H", "H", "H", "H", "H", "H", "H", "H", "H", "H", "H", "H", "H", "H", "H", "H", "H", "H", "H", "H", "H", "H", "H"],
  "positions_angstrom": [[3.58, -1.58, -3.49], [0.46, 0.40, -2.30], [1.62, -1.62, -0.41], [4.01, 0.58, -2.40], [5.13, -2.68, -4.98], [3.16, -3.24, -1.60], [1.32, -1.32, -4.51], [-0.72, -3.13, -2.33], [1.00, -2.98, 2.75], [-1.51, -4.56, 3.67], [-3.27, -4.71, -1.43], [-3.68, -5.40, 1.58], [-0.28, -0.15, 1.79], [0.25, 1.94, 2.84], [-2.55, -0.81, 1.50], [-0.06, 3.06, -0.48], [-3.44, 1.58, 2.63], [2.91, 0.83, 3.20], [-0.20, -3.42, 1.57], [-4.34, 0.65, 2.20], [-2.67, 1.21, -1.85], [-1.67, 0.07, -1.96], [-0.01, -3.04, 0.25], [0.14, 1.70, -3.97], [-0.96, -3.49, -0.66], [-1.60, 0.15, 1.93], [3.98, -0.77, 1.24], [-2.05, 1.34, 2.52], [2.60, -0.55, 1.22], [4.26, 0.55, 3.22], [-2.27, -4.53, 1.07], [0.63, 0.69, 2.25], [1.38, 2.29, -4.62], [1.00, 2.15, -1.06], [-1.31, -4.15, 2.00], [-2.09, -4.21, -0.27], [4.81, -0.24, 2.22], [-3.89, -0.56, 1.63], [-1.06, 2.26, 2.96], [2.07, 0.31, 2.20], [2.49, 1.45, 3.98], [-0.66, 3.53, -1.26], [-3.78, 2.51, 3.08], [5.87, -0.44, 2.19], [1.99, 1.49, -5.05], [1.63, 1.75, -0.26], [-2.52, 1.82, -0.96], [0.38, 3.87, 0.12], [-0.50, 2.50, -3.57], [1.11, 2.98, -5.42], [2.01, 2.82, -3.91], [-1.37, 3.21, 3.38], [-1.72, -0.58, -1.09], [-0.43, 1.11, -4.68], [4.42, -1.38, 0.45], [-2.63, 1.87, -2.72], [1.67, 2.71, -1.71], [-3.70, 0.82, -1.79], [-4.60, -1.30, 1.29], [4.89, 0.96, 4.00], [-0.74, 2.52, 0.17], [-5.40, 0.83, 2.29], [-2.19, -1.73, 1.07], [-1.95, -0.57, -2.81], [1.02, 2.64, 3.13]]
}

=====

(4)
{
  "formula": "C27H25FN6O7PdS",
  "method": "ωB97M-V/def2-TZVPD",
  "molar_mass_g_mol": 703.02,
  "homo_lumo_gap_ha": [0.233, 0.237],
  "e_homo_ha": [-0.0827, -0.0884],
  "charge": -2,
  "spin_multiplicity": 1,
  "relative_energy_kcal_mol": 23.6,
  "symbols": ["Pd", "S", "F", "O", "O", "O", "O", "O", "O", "O", "N", "N", "N", "N", "N", "N", "C", "C", "C", "C", "C", "C", "C", "C", "C", "C", "C", "C", "C", "C", "C", "C", "C", "C", "C", "C", "C", "C", "C", "C", "C", "C", "C", "H", "H", "H", "H", "H", "H", "H", "H", "H", "H", "H", "H", "H", "H", "H", "H", "H", "H", "H", "H", "H", "H", "H", "H", "H"],
  "positions_angstrom": [[1.29, -0.81, -0.63], [1.56, -0.41, 2.07], [1.65, 3.88, -4.81], [2.24, -0.44, 3.36], [-0.85, -1.98, 0.34], [2.09, 0.62, 1.17], [-3.28, -1.69, -0.49], [3.41, -2.03, -1.08], [-4.64, 2.11, -1.99], [-1.55, -3.16, 2.08], [4.50, -1.25, 0.75], [4.97, -5.31, -1.75], [1.64, -1.79, 1.31], [-0.15, 1.14, -0.91], [-4.36, 0.38, -0.61], [6.50, -3.93, 1.96], [-3.79, 1.72, 4.09], [-1.99, -0.02, 4.03], [-2.50, 1.19, 3.55], [-2.04, 3.07, -1.46], [-1.41, 0.80, -1.08], [2.56, 1.95, -3.75], [-0.58, 1.37, 2.11], [-3.70, -0.59, 0.24], [-0.67, -2.67, 1.38], [0.21, 2.42, -1.05], [-3.87, 1.42, -1.33], [2.38, 0.69, -3.23], [0.22, 2.03, -4.35], [4.20, -2.26, -0.13], [0.05, 0.77, -3.84], [1.12, 0.05, -3.25], [0.83, -2.86, 1.79], [-0.11, 0.15, 2.57], [4.94, -3.47, 0.00], [1.47, 2.62, -4.31], [5.79, -3.71, 1.07], [4.92, -4.47, -0.97], [0.95, -1.26, -2.69], [-2.43, 1.74, -1.25], [-0.80, -0.54, 3.55], [-0.71, 3.41, -1.40], [-1.78, 1.88, 2.59], [0.89, -2.95, 2.88], [-3.89, 1.51, 5.15], [1.25, 2.64, -0.87], [-2.35, -1.94, -0.17], [-4.63, 1.25, 3.57], [-1.60, -0.26, -1.10], [0.01, 1.92, 1.40], [1.18, -3.79, 1.33], [-2.81, 3.81, -1.67], [-0.38, 4.41, -1.61], [3.80, -0.52, 0.78], [-2.52, -0.54, 4.81], [3.52, 2.45, -3.72], [-2.87, -0.09, 0.76], [-4.44, -0.91, 1.00], [4.87, -1.51, 1.65], [-0.93, 0.32, -3.85], [1.78, -1.94, -2.84], [-3.87, 2.80, 3.94], [-0.03, -1.72, -2.87], [3.21, 0.16, -2.78], [-0.42, -1.46, 3.95], [-5.32, 0.17, -0.84], [-0.61, 2.58, -4.79], [-2.13, 2.84, 2.23]]
}

=====

(5)
{
  "formula": "C27H25N7OPdS2",
  "method": "ωB97M-V/def2-TZVPD",
  "molar_mass_g_mol": 634.10,
  "homo_lumo_gap_ha": 0.140,
  "e_homo_ha": 0.0232,
  "charge": -2,
  "spin_multiplicity": 1,
  "relative_energy_kcal_mol": 30.5,
  "symbols": ["Pd", "S", "S", "O", "N", "N", "N", "N", "N", "N", "N", "C", "C", "C", "C", "C", "C", "C", "C", "C", "C", "C", "C", "C", "C", "C", "C", "C", "C", "C", "C", "C", "C", "C", "C", "C", "C", "C", "H", "H", "H", "H", "H", "H", "H", "H", "H", "H", "H", "H", "H", "H", "H", "H", "H", "H", "H", "H", "H", "H", "H", "H", "H"],
  "positions_angstrom": [[1.71, 1.66, -1.64], [-0.36, 1.96, -2.75], [-3.08, 0.95, -2.15], [2.36, 2.92, 0.69], [1.75, -4.20, -1.13], [-1.19, 0.87, -0.35], [3.10, -2.28, -1.58], [0.12, 1.02, 0.09], [0.92, -5.84, -0.03], [1.92, -5.47, -0.75], [3.19, -0.08, -1.48], [2.71, -3.57, -2.03], [1.65, 1.00, 1.92], [4.20, 0.94, 3.09], [0.58, -3.70, -0.64], [-3.51, 4.92, 0.22], [2.61, 2.02, 1.52], [0.28, 0.94, 1.36], [-0.87, 0.74, 2.32], [3.72, -0.60, -0.32], [-0.05, -2.45, -0.70], [2.00, 0.03, 2.86], [-5.54, 3.26, -0.65], [-3.27, 3.57, 0.04], [-5.79, 4.62, -0.48], [0.05, -4.78, 0.07], [-4.02, 1.26, -0.63], [-1.26, -2.36, -0.05], [2.82, -1.10, -2.22], [3.68, -1.96, -0.36], [-1.38, 1.26, -1.58], [-1.82, -3.46, 0.65], [-1.18, -4.67, 0.73], [-4.29, 2.72, -0.39], [2.18, -1.00, -3.56], [3.88, 1.93, 2.19], [3.27, -0.04, 3.45], [-4.77, 5.45, -0.04], [2.05, 0.07, -3.74], [1.26, -0.71, 3.12], [-4.96, 0.71, -0.71], [4.61, 2.69, 1.92], [3.94, -2.71, 0.37], [-1.22, -0.29, 2.31], [1.18, -1.44, -3.57], [3.51, -0.83, 4.15], [3.54, -4.28, -2.09], [0.37, -1.57, -1.18], [-6.77, 5.02, -0.69], [-2.77, -3.32, 1.15], [-4.95, 6.51, 0.09], [-2.70, 5.56, 0.54], [-1.58, -5.51, 1.28], [4.05, 0.04, 0.48], [2.78, -1.47, -4.34], [-0.56, 0.99, 3.34], [-1.77, -1.41, -0.07], [-2.28, 3.16, 0.22], [-6.34, 2.61, -1.01], [-3.44, 0.83, 0.19], [5.19, 0.93, 3.54], [-1.72, 1.37, 2.04], [2.27, -3.46, -3.01]]
}

=====

(6)
{
  "formula": "C27H26As2N3O10S3Y",
  "method": "ωB97M-V/def2-TZVPD",
  "molar_mass_g_mol": 887.47,
  "homo_lumo_gap_ha": 0.228,
  "e_homo_ha": -0.2534,
  "spin_multiplicity": 1,
  "relative_energy_kcal_mol": 32.6,
  "symbols": ["Y", "As", "As", "S", "S", "S", "O", "O", "O", "O", "O", "O", "O", "O", "O", "O", "N", "N", "N", "C", "C", "C", "C", "C", "C", "C", "C", "C", "C", "C", "C", "C", "C", "C", "C", "C", "C", "C", "C", "C", "C", "C", "C", "C", "C", "C", "H", "H", "H", "H", "H", "H", "H", "H", "H", "H", "H", "H", "H", "H", "H", "H", "H", "H", "H", "H", "H", "H", "H", "H", "H", "H"],
  "positions_angstrom": [[-2.80, 0.08, -0.27], [3.14, -0.34, 0.29], [-0.20, 0.06, -1.27], [-4.76, -1.15, -1.56], [-4.64, -0.73, -4.50], [-3.23, 1.13, -2.66], [-0.93, 2.64, -1.03], [0.18, 1.68, 2.11], [3.26, -3.31, -1.89], [0.41, -1.07, 2.08], [3.92, 2.33, 1.02], [0.38, -3.89, -1.27], [0.91, 3.88, -0.74], [3.57, 3.29, -0.98], [3.08, -3.79, 0.25], [-1.27, -2.40, -1.58], [-3.06, 2.29, 0.98], [-2.73, -2.13, 1.00], [-1.57, 0.15, 1.78], [-0.11, -2.67, -1.36], [-3.47, -3.22, 0.82], [-3.64, 4.59, 1.20], [-1.97, -4.56, 2.10], [0.85, -1.56, -1.07], [4.92, 3.31, 1.32], [-1.19, -3.42, 2.30], [3.30, 2.45, -0.17], [-0.03, 0.21, -3.20], [-4.23, -0.27, -2.98], [-3.13, -4.45, 1.35], [-0.98, 1.39, 1.91], [-3.87, 3.32, 0.71], [0.14, 5.10, -0.83], [2.32, 1.32, -0.36], [-1.98, 2.52, 1.73], [-0.50, -5.00, -1.56], [-1.66, 3.76, 2.25], [-1.61, -2.23, 1.73], [-0.79, -0.98, 1.89], [0.28, 2.74, -0.88], [4.65, -0.36, -0.99], [2.09, -1.72, -0.63], [2.83, -3.02, -0.81], [2.52, -3.46, 1.53], [-2.52, 4.81, 1.99], [1.08, 1.47, -0.82], [0.00, 5.49, 0.17], [3.26, -2.95, 2.13], [1.01, 0.12, -3.48], [-0.76, 3.87, 2.83], [-0.63, -0.57, -3.66], [-4.71, 3.11, 0.06], [-2.32, 5.80, 2.38], [5.55, 2.86, 2.08], [4.28, -0.25, -2.01], [5.50, 3.55, 0.43], [2.26, -4.40, 2.01], [5.19, -1.30, -0.90], [1.63, -2.84, 1.44], [-4.33, 5.39, 0.96], [-0.04, -5.57, -2.36], [-4.36, -3.10, 0.20], [-1.48, -4.65, -1.86], [-0.44, 1.17, -3.50], [4.45, 4.21, 1.70], [-0.82, 4.92, -1.30], [-3.76, -5.31, 1.18], [-0.29, -3.44, 2.89], [0.74, 5.79, -1.42], [-1.67, -5.51, 2.53], [-0.57, -5.61, -0.66], [5.33, 0.46, -0.75]]
}